Version A
Molecular formula: C2H12N2O4
Method: DFT, ωB97M-V/def2-TZVPD

As for the orbital gap: 10.295 eV. The value obtained for the HOMO energy is -9.687 eV.

Structure (ORCA input):
```
! wB97M-V def2-TZVPD RIJCOSX def2/J DEFGRID3
* xyz 0 1
N 1.4771 0.2114 -0.1939
C 0.2643 -0.1873 0.5440
C -0.9335 0.3007 -0.2512
N -1.3191 1.6032 -0.1751
O -1.6980 -0.4829 -0.8052
H 2.2306 -0.3223 0.2299
H 1.4872 -0.0762 -1.1661
H 0.0772 -1.2483 0.8204
H 0.3399 0.3805 1.4875
H -0.7841 2.3084 0.2992
H -2.1177 1.9694 -0.6599
H -2.3278 -2.4789 1.1931
H -1.1304 -3.6687 1.4082
O -1.6357 -2.9045 1.6961
H 0.4541 -1.1357 -2.9043
H 0.8880 -2.3495 -2.1409
O 1.2522 -1.6316 -2.6552
H 1.5976 3.8789 1.3724
H 0.9545 2.6508 0.5499
O 0.9238 3.1828 1.3511
*
```

=====

Version B
Molecular formula: C2H12N2O4
Method: DFT, ωB97M-V/def2-TZVPD

As for the orbital gap: 5.074 eV. The value obtained for the HOMO energy is -9.158 eV.

Structure (ORCA input):
```
! wB97M-V def2-TZVPD RIJCOSX def2/J DEFGRID3
* xyz 0 1
N 0.9485 0.1917 1.1590
C 0.4552 1.2455 0.2894
C -0.0935 0.5327 -1.1325
N -1.4472 0.1599 -0.8217
O 0.2446 1.4041 -2.0573
H 1.9099 0.1626 1.4211
H 0.5679 -0.7887 0.9014
H 1.2464 1.8793 -0.1541
H -0.3951 1.7314 0.6770
H -1.4458 -0.6290 -0.1445
H -2.0391 -0.1862 -1.6498
H 1.5878 0.4358 -2.4424
H 2.6269 -0.5510 -3.1764
O 2.4047 -0.1797 -2.3090
H 0.4041 -0.4463 -0.9564
H -0.5511 -2.7799 0.9150
O -0.7682 -1.8194 1.1420
H -1.4841 -0.8874 2.6719
H -2.0018 0.6542 3.1188
O -2.1700 -0.1296 2.5482
*
```

=====

Which structure is the most stable? The one labeled version A.

=====

Version A
Molecular formula: C10H18O2
Method: DFT, ωB97M-V/def2-TZVPD

As for the orbital gap: 10.343 eV. The value obtained for the HOMO energy is -9.430 eV.

Structure (ORCA input):
```
! wB97M-V def2-TZVPD RIJCOSX def2/J DEFGRID3
* xyz 0 1
O 1.3829 0.0192 -0.9026
O 0.4367 1.8104 0.1777
C 2.7008 0.2395 -0.3587
C 0.5640 2.7295 -0.9195
C 0.3778 -0.3118 2.2817
C -1.2961 -1.9709 -0.7272
C -1.0256 0.4079 -1.3104
C -0.1797 -1.9965 0.3155
C -1.7640 -0.2391 0.9802
C 0.1823 0.4617 -0.2182
C -1.9180 -0.6192 -0.5783
C -0.3140 -0.5435 0.9321
H 2.6159 1.2753 -0.1623
H 3.5110 0.0862 -1.1223
H 2.8429 -0.3903 0.5071
H 1.3789 3.4451 -0.7002
H -0.3714 3.3045 -1.1592
H 0.8307 2.1608 -1.8907
H 1.3374 -0.9290 2.2681
H 0.7161 0.7282 2.4869
H -0.2157 -0.7009 3.1332
H -0.8715 -2.0590 -1.7323
H -1.9506 -2.8418 -0.6289
H -1.4592 1.3879 -1.3442
H -0.7283 0.2575 -2.2643
H -0.2857 -2.7650 1.0170
H 0.8246 -2.2862 -0.0824
H -2.3283 -0.8244 1.6887
H -2.0378 0.7912 1.2711
H -2.9559 -0.6273 -0.9579
*
```

=====

Version B
Molecular formula: C10H18O2
Method: DFT, ωB97M-V/def2-TZVPD

As for the orbital gap: 10.844 eV. The value obtained for the HOMO energy is -9.880 eV.

Structure (ORCA input):
```
! wB97M-V def2-TZVPD RIJCOSX def2/J DEFGRID3
* xyz 0 1
C 1.1913 -0.2896 -3.4945
C -0.0156 -0.0448 -2.5750
C -0.4413 -1.3808 -1.7673
C -1.0697 -0.9606 -0.4804
C -0.0956 -0.0865 0.3460
C 0.6735 -0.8911 1.3686
C -0.1009 -0.9005 2.6752
C -0.2294 0.5077 3.1791
C -0.2950 1.4977 2.0470
C 0.2674 1.0912 -1.5942
H 2.0961 -0.4896 -2.8647
H 1.0243 -1.1796 -4.1300
H 1.4045 0.5840 -4.1297
H -0.9279 0.1819 -3.1783
H -0.9628 -2.0498 -2.4275
H 0.4757 -1.9683 -1.5369
H -1.3418 -1.8005 0.1463
H -2.0271 -0.4326 -0.6545
H 1.7077 -0.5463 1.5068
H 0.8380 -1.8969 1.0332
H 0.3661 -1.6293 3.3561
H -1.1247 -1.2608 2.4564
H -1.0732 0.6528 3.9075
H 0.6364 0.8778 3.7416
H -0.8953 2.3986 2.2887
H 0.7478 1.8525 1.8320
H 1.0064 1.8072 -2.0164
H -0.6099 1.6432 -1.3506
O -0.9548 0.9296 0.9206
O 0.8737 0.5705 -0.4464
*
```

=====

Which structure is the most stable? The one labeled version B.

=====

Version A
Molecular formula: C4H9N
Method: DFT, ωB97M-V/def2-TZVPD

As for the orbital gap: 8.203 eV. The value obtained for the HOMO energy is -7.543 eV.

Structure (ORCA input):
```
! wB97M-V def2-TZVPD RIJCOSX def2/J DEFGRID3
* xyz 0 1
C 1.4220 -0.6090 -1.3722
C 0.5342 0.3926 0.2360
C -0.4065 1.2504 -0.5823
N -0.7252 0.0894 0.2944
C -1.5837 -0.2624 1.3883
H 2.3185 -0.1399 -1.7896
H 1.7710 -1.2784 -0.5706
H 0.9789 -1.2994 -2.1046
H 1.2871 0.3949 1.0148
H 0.5225 0.3485 -1.4716
H -0.6973 2.1764 -0.0514
H -1.4239 0.4173 2.2359
H -2.6259 -0.1916 1.0713
H -1.3717 -1.2887 1.7014
*
```

=====

Version B
Molecular formula: C4H9N
Method: DFT, ωB97M-V/def2-TZVPD

As for the orbital gap: 9.188 eV. The value obtained for the HOMO energy is -7.997 eV.

Structure (ORCA input):
```
! wB97M-V def2-TZVPD RIJCOSX def2/J DEFGRID3
* xyz 0 1
C 0.4759 0.3800 2.3996
C -0.2805 0.3527 1.3057
N 0.2162 0.2767 0.0070
C -0.5889 -0.4246 -0.9641
C 0.1146 -0.4200 -2.3237
H 0.0518 0.5810 3.3773
H 1.5480 0.2355 2.4613
H -1.3445 0.5359 1.3606
H 1.2113 0.3091 -0.1024
H -0.7556 -1.4830 -0.6921
H -1.6117 -0.0375 -0.9260
H -0.5335 -0.6487 -3.1635
H 0.5691 0.5528 -2.5218
H 0.9310 -1.1355 -2.2170
*
```

=====

Version C
Molecular formula: C4H9N
Method: DFT, ωB97M-V/def2-TZVPD

As for the orbital gap: 9.322 eV. The value obtained for the HOMO energy is -8.217 eV.

Structure (ORCA input):
```
! wB97M-V def2-TZVPD RIJCOSX def2/J DEFGRID3
* xyz 0 1
C 0.2831 -1.4840 0.9493
C -0.1271 -0.8198 -0.3876
C -0.1571 0.6722 -0.3494
C -1.2607 1.4041 -0.3667
N 1.1214 1.2502 -0.5187
H 0.8477 -2.3913 0.7552
H 0.9154 -0.8136 1.5416
H -0.5942 -1.7554 1.5349
H 0.5918 -1.1514 -1.1312
H -1.0827 -1.2088 -0.7291
H -2.2565 0.9943 -0.4370
H -1.3520 2.4844 -0.4601
H 1.8504 0.6236 -0.2139
H 1.2207 2.1955 -0.1874
*
```

=====

Which structure is the most stable? The one labeled version C.

=====

Version A
Molecular formula: C4H9N
Method: DFT, ωB97M-V/def2-TZVPD

As for the orbital gap: 9.361 eV. The value obtained for the HOMO energy is -8.239 eV.

Structure (ORCA input):
```
! wB97M-V def2-TZVPD RIJCOSX def2/J DEFGRID3
* xyz 0 1
C 0.8019 0.1500 -2.2843
C -0.0920 -0.5252 -1.2384
C 0.3378 -0.1148 0.1525
C -0.4853 -0.1515 1.1997
N -0.5452 0.6563 2.3668
H 0.3143 0.2544 -3.2551
H 1.1370 1.1127 -1.9210
H 1.6765 -0.4695 -2.4874
H -0.0345 -1.5985 -1.4613
H -1.1606 -0.3373 -1.3197
H 1.4030 0.0821 0.2299
H -1.4684 -0.5720 0.9751
H -1.4544 0.5542 2.7987
H 0.0990 0.4234 3.1167
*
```

=====

Version B
Molecular formula: C4H9N
Method: DFT, ωB97M-V/def2-TZVPD

As for the orbital gap: 10.432 eV. The value obtained for the HOMO energy is -9.317 eV.

Structure (ORCA input):
```
! wB97M-V def2-TZVPD RIJCOSX def2/J DEFGRID3
* xyz 0 1
C 0.0894 -0.8207 0.6844
C -0.3012 0.6471 0.8880
N -0.0238 -1.6374 1.8796
H 0.5821 -1.2813 2.6128
H -0.9606 -1.5933 2.2676
H 1.1341 -0.8845 0.3645
H 0.4304 -0.5133 -2.0044
H -1.3296 0.7294 1.2378
H -0.2112 1.1940 -0.0480
H 0.3518 1.1186 1.6213
C 0.3639 0.4032 -2.6132
C 0.2442 1.4645 -3.1566
H 0.1737 2.4168 -3.5990
H -0.5432 -1.2432 -0.1345
*
```

=====

Which structure is the most stable? The one labeled version A.